This record from OMol25 describes C25H43AuF3P2 as an isolated structure in a non-equilibrium geometry. The level of theory is wB97M-V/def2-TZVPD.

Orbital gap (alpha / beta) ... 7.1 / 8.1 eV
Multiplicity ... 3
Charge ... +1
LUMO level (alpha / beta) ... -1.92 / -3.18 eV

CARTESIAN COORDINATES (ANGSTROEM)
Au 0.0000 0.0000 0.0000
C -1.9267 0.0398 1.1280
C -2.1436 0.3260 -0.2787
C -1.2334 -1.8205 -0.1006
C -1.3510 -1.2575 1.2367
C -1.7500 -0.8507 -1.0205
C -2.3513 0.9086 2.2734
H -2.5122 1.9414 1.9542
H -1.6086 0.9098 3.0758
H -3.2984 0.5466 2.6957
C -0.9652 -1.9668 2.4966
H -0.8139 -1.2609 3.3175
H -0.0329 -2.5214 2.3540
H -1.7497 -2.6745 2.7966
C -0.7355 -3.1980 -0.4114
H -1.5142 -3.9533 -0.2363
H 0.1273 -3.4426 0.2162
H -0.4223 -3.2761 -1.4565
C -1.9830 -1.0709 -2.4845
H -2.9158 -1.6303 -2.6370
H -1.1744 -1.6475 -2.9422
H -2.0781 -0.1236 -3.0211
C -2.8837 1.5058 -0.8341
H -3.9453 1.2699 -0.9971
H -2.4613 1.8220 -1.7923
H -2.8364 2.3595 -0.1525
C 3.7408 6.5527 0.7706
C 2.5138 7.0856 0.8107
C 1.8004 7.9592 -0.1874
C 2.3583 7.9924 -1.6274
C 2.3718 6.6349 -2.2881
C 3.2959 5.6704 -2.2044
C 4.5973 5.6346 -1.4471
C 4.7866 6.6657 -0.3125
H 1.7615 8.9890 0.2014
H 3.3488 8.4506 -1.6346
H 0.7537 7.6262 -0.2293
H 4.8264 7.6747 -0.7266
H 4.0251 5.9263 1.6165
H 1.9192 6.8637 1.6980
H 5.7707 6.4842 0.1356
H 4.7037 4.6273 -1.0205
H 3.0934 4.7569 -2.7649
H 5.4299 5.7365 -2.1611
H 1.7137 8.6573 -2.2145
H 1.4903 6.4107 -2.8896
P 0.9300 1.9455 0.7120
P 1.3249 0.3504 -1.8002
C 2.2999 2.5236 -0.4279
C 2.7954 1.3507 -1.2801
H 3.1101 2.9827 0.1491
H 1.8706 3.3035 -1.0687
H 3.3788 1.6867 -2.1452
H 3.4082 0.6727 -0.6776
C 2.0866 -1.1040 -2.6220
H 1.3379 -1.7260 -3.1251
H 2.6112 -1.7088 -1.8761
H 2.8141 -0.7271 -3.3454
C 0.6966 1.3090 -3.2464
H 1.5211 1.6835 -3.8634
H 0.0969 2.1518 -2.8912
H 0.0568 0.6715 -3.8618
C 1.7396 1.9407 2.3647
H 1.0498 1.6220 3.1544
H 2.1127 2.9487 2.5617
H 2.5961 1.2602 2.3348
C -0.0739 3.4881 0.8285
H -0.6774 3.5996 -0.0765
H 0.5733 4.3651 0.9423
H -0.7438 3.4347 1.6905
F 1.7911 -2.2935 0.8141
C 1.6274 -0.9733 1.1232
F 1.4301 -0.8477 2.4818
F 2.8757 -0.4763 0.9408

---

This record from OMol25 describes a 2-piece molecular cluster, C3H7BO2 overall in a non-equilibrium geometry. The level of theory is wB97M-V/def2-TZVPD.

Orbital gap ... 7.8 eV
SMILES ... C/C=B/O.C=O
Relative energy (zero: lowest compared OMol25 entry of this formula, charge and spin) ... 331.0 kJ/mol
LUMO level ... 0.51 eV

CARTESIAN COORDINATES (ANGSTROEM)
C -1.5048 -0.5743 -0.0711
C -1.0269 0.6909 0.5919
B -0.1103 1.6314 0.1065
O 0.6955 2.5458 -0.3361
H -2.5950 -0.5952 -0.1350
H -1.1017 -0.6711 -1.0770
H -1.1900 -1.4442 0.5119
H -1.4402 0.8233 1.5843
H 1.6337 2.4392 -0.1687
C 1.6638 -1.2166 -0.2516
O 1.5496 -0.2844 0.5034
H 2.0260 -1.0994 -1.2851
H 1.4002 -2.2453 0.0264

---

This record from OMol25 describes C24H37FeIN5O as an isolated structure in a non-equilibrium geometry. The level of theory is wB97M-V/def2-TZVPD.

Orbital gap (alpha / beta) ... 1.4 / 4.0 eV
Multiplicity ... 6
Charge ... -2
LUMO level (alpha / beta) ... 4.28 / 4.29 eV

CARTESIAN COORDINATES (ANGSTROEM)
C 0.5629 1.9749 -2.9695
I -2.5739 -1.5325 -2.1004
H -0.1278 1.2168 -3.3974
H 1.4519 1.9880 -3.6069
H 0.0699 2.9600 -2.9687
C -0.9236 3.3496 0.8226
C -1.8745 3.3107 -0.1440
N -1.4660 2.3980 -1.0713
C -0.3035 1.6759 -0.6370
N 0.0337 2.4240 0.5215
H -0.8997 4.0143 1.6774
H -2.8111 3.8462 -0.2320
C 2.5749 -3.1110 0.1436
C 0.5723 -2.1178 -0.3322
N 1.8042 -1.9718 0.2570
H 2.0568 -5.0364 -0.7927
N 0.6158 -3.4135 -0.7843
H 3.5710 -3.1792 0.5328
Fe -0.9940 -0.6921 -0.3756
C 0.8621 1.6362 -1.6171
O 2.0227 1.4623 -1.1980
C 1.8378 -4.0192 -0.5161
C -0.4524 -4.1413 -1.4185
H -1.2814 -4.3252 -0.7083
H -0.0425 -5.0951 -1.7775
H -0.8735 -3.5753 -2.2688
C 2.3249 -0.8082 0.9191
H 3.3413 -1.0355 1.2599
H 1.7097 -0.5246 1.7847
H 2.3725 0.0398 0.2265
C 1.2107 2.2568 1.3310
H 1.4993 3.1960 1.8404
H 2.0487 1.9737 0.6867
H 1.0389 1.4699 2.0859
C -2.4385 2.0517 -2.0747
H -2.0254 1.6432 -3.0012
H -3.0363 2.9464 -2.3173
H -3.1324 1.3041 -1.6617
C 0.9825 -0.1861 5.4663
C -0.0602 0.2512 4.4705
C -0.7454 1.4408 4.7291
C -1.7942 1.8803 3.9104
C -2.5872 3.1274 4.2170
C -2.0946 1.1352 2.7695
C -1.4185 -0.0668 2.4338
C -0.3726 -0.4703 3.3060
N -1.9083 -0.8832 1.3939
C -2.8284 -1.9599 1.8059
C -1.9759 -3.1310 2.2539
C -3.7531 -1.5003 2.9346
C -3.7236 -2.4462 0.6742
H 1.7365 0.5937 5.6299
H 0.5220 -0.3737 6.4454
H 1.4918 -1.0995 5.1518
H -0.4924 2.0258 5.6117
H -3.5261 2.8607 4.7282
H -2.0240 3.7956 4.8824
H -2.8455 3.6747 3.2953
H -2.9172 1.4657 2.1180
H 0.1895 -1.3866 3.0831
H -2.5803 -4.0220 2.4401
H -1.2502 -3.3644 1.4673
H -1.4178 -2.9053 3.1668
H -4.2932 -0.5851 2.6650
H -4.5298 -2.2520 3.1528
H -3.2420 -1.3407 3.8885
H -4.1915 -1.6131 0.1520
H -3.1648 -3.0728 -0.0323
H -4.5205 -3.0995 1.0582

---

This record from OMol25 describes an isolated ion of composition C2H2N5O and charge -1 in a non-equilibrium geometry. The level of theory is wB97M-V/def2-TZVPD.

Orbital gap ... 9.0 eV
SMILES ... NC([O-])=C1N=NN=N1
Relative energy (zero: lowest compared OMol25 entry of this formula, charge and spin) ... 137.2 kJ/mol
Charge ... -1
LUMO level ... 3.90 eV

CARTESIAN COORDINATES (ANGSTROEM)
N 0.4178 -0.0985 -0.5332
C 1.3414 0.2341 0.3769
O 2.4056 0.7436 0.2111
C 0.7727 -0.6297 1.8785
N 1.6800 -1.3279 2.5152
N 1.0277 -1.9739 3.4415
N -0.2479 -1.7694 3.2743
N -0.4869 -0.9061 2.2315
H -0.3830 -0.4979 -0.0979
H 0.3653 -0.0042 -1.4599